{
  "formula": "C8H9O5P",
  "method": "ωB97M-V/def2-TZVPD",
  "relative_energy_ev": 1.8023,
  "charge": -2,
  "fmax_ev_per_a": 0.44,
  "homo_energy_ev": -0.246,
  "e_tot_ev": -27968.0192,
  "symbols": ["C", "C", "P", "O", "H", "H", "H", "H", "H", "H", "H", "C", "C", "C", "O", "C", "C", "C", "O", "O", "O", "H", "H"],
  "xyz": [[0.9985, 1.1562, 2.1124], [-0.4135, 0.7116, 2.4651], [-1.8001, 1.2680, 1.3454], [-3.0405, 1.1298, 2.5928], [1.6887, 0.9416, 2.9358], [1.0363, 2.2298, 1.9086], [1.3512, 0.6654, 1.2083], [-0.7083, 1.1480, 3.4260], [-0.4474, -0.3734, 2.5927], [-2.1528, 0.0203, 0.8120], [-3.4008, 2.0170, 2.7049], [-0.1285, -1.2530, -0.7988], [0.0477, 0.0977, -1.0937], [0.7908, 0.4866, -2.4066], [0.9167, 1.6989, -2.6556], [1.2765, -0.5610, -3.2133], [1.1197, -1.9345, -2.9296], [0.3321, -2.3112, -1.6299], [0.1561, -3.5102, -1.3820], [1.5604, -2.8578, -3.6344], [-0.3425, 1.0457, -0.3538], [-0.6475, -1.5356, 0.1123], [1.8072, -0.2799, -4.1188]],
  "forces_ev_per_angstrom": [[0.0, 0.1, -0.1], [-0.1, 0.1, 0.2], [0.3, -0.1, -0.2], [-0.1, 0.2, 0.2], [0.0, 0.0, 0.0], [0.0, 0.0, 0.0], [0.0, 0.0, 0.1], [0.0, -0.1, 0.0], [0.0, 0.0, 0.0], [-0.1, 0.0, 0.0], [0.1, -0.3, -0.1], [0.0, 0.2, 0.0], [0.0, -0.4, 0.0], [-0.1, 0.2, 0.2], [0.0, -0.1, 0.0], [0.0, 0.0, 0.0], [0.0, 0.2, 0.0], [0.1, -0.2, -0.2], [0.0, 0.1, 0.1], [0.0, 0.0, 0.0], [0.0, 0.4, -0.1], [0.0, 0.0, 0.0], [0.0, 0.0, 0.0]],
  "nbo_charge": [-0.60, -0.71, 0.85, -1.05, 0.17, 0.20, 0.24, 0.19, 0.21, -0.08, 0.45, -0.57, 0.42, 0.42, -0.69, -0.57, 0.41, 0.45, -0.67, -0.70, -0.74, 0.19, 0.18]
}